{
  "formula": "C39H65Br2KN2O2PSSi4",
  "method": "ωB97M-V/def2-TZVPD",
  "species": ["K", "Br", "C", "Br", "H", "H", "C", "C", "C", "C", "C", "C", "C", "P", "C", "C", "C", "C", "C", "C", "C", "C", "C", "C", "C", "C", "C", "C", "H", "H", "H", "H", "H", "H", "H", "H", "H", "H", "H", "H", "H", "H", "H", "H", "H", "H", "H", "H", "O", "C", "C", "Si", "C", "C", "Si", "Si", "C", "C", "C", "Si", "C", "C", "C", "H", "H", "H", "H", "H", "H", "H", "H", "H", "H", "H", "H", "H", "H", "H", "H", "H", "H", "H", "H", "H", "H", "H", "H", "H", "H", "H", "C", "C", "S", "O", "C", "C", "H", "H", "H", "H", "H", "H", "H", "H", "H", "H", "C", "N", "C", "C", "N", "H", "H", "H", "H", "H", "H"],
  "coordinates": [[-0.4435, -0.2874, -0.9546], [-0.0731, -0.8050, -4.1020], [-0.6894, 1.9452, -4.7762], [-1.1610, 2.9995, -3.2747], [-1.5265, 1.6289, -5.3757], [0.2455, 2.2210, -5.2380], [1.6626, -6.5256, -0.3301], [1.1455, -6.0198, -1.6532], [0.9282, -6.9493, -2.6670], [0.4244, -6.5812, -3.9087], [0.1323, -5.2523, -4.1581], [0.3480, -4.3119, -3.1583], [0.8513, -4.6696, -1.9094], [0.9847, -3.2710, -0.7036], [2.7988, -3.2722, -0.2983], [3.6722, -3.8506, -1.2318], [5.0488, -3.7703, -1.1009], [5.6002, -3.1013, -0.0147], [4.7531, -2.4892, 0.8917], [3.3637, -2.5315, 0.7529], [2.5484, -1.6805, 1.6974], [0.1248, -3.9933, 0.7199], [0.7554, -4.5665, 1.8259], [0.0659, -5.1883, 2.8456], [-1.3398, -5.3067, 2.7053], [-1.9906, -4.8088, 1.6169], [-1.3166, -4.0927, 0.5532], [-2.0347, -3.4986, -0.4739], [2.1594, -7.4877, -0.4700], [0.8440, -6.6583, 0.3815], [2.3705, -5.8374, 0.1302], [1.1596, -7.9915, -2.4704], [0.2618, -7.3349, -4.6710], [-0.2573, -4.9352, -5.1175], [0.1313, -3.2710, -3.3595], [3.2566, -4.3862, -2.0768], [5.6869, -4.2326, -1.8446], [6.6746, -3.0446, 0.1148], [5.1699, -1.9293, 1.7236], [2.9206, -0.6512, 1.6805], [2.6097, -2.0435, 2.7257], [1.4983, -1.6617, 1.4207], [1.8377, -4.5116, 1.8884], [0.5782, -5.5960, 3.7078], [-1.9072, -5.8198, 3.4763], [-3.0672, -4.9225, 1.5306], [-3.1126, -3.6041, -0.5176], [-1.5501, -3.0043, -1.3104], [-1.3270, -1.5625, 2.5906], [-0.9086, -1.6193, 1.5471], [2.3476, 2.5063, 2.2393], [0.6282, 2.8535, 2.8886], [0.1333, 1.4073, 3.9666], [0.7365, 4.3745, 3.9785], [-0.9386, 3.1489, 1.1804], [-3.0489, 2.8130, 2.1317], [-3.3596, 1.0113, 2.5011], [-4.4479, 3.4433, 1.0554], [-3.1519, 3.7570, 3.7511], [-0.9010, 5.2393, 0.1610], [-2.4120, 5.4537, -0.9377], [-0.9457, 6.6231, 1.4275], [0.6230, 5.5132, -0.8863], [2.9924, 2.2142, 3.0746], [2.7863, 3.3866, 1.7604], [2.3351, 1.6988, 1.4997], [0.9751, 1.1373, 4.6111], [-0.1306, 0.5272, 3.3787], [-0.7224, 1.6434, 4.6057], [1.4099, 4.1629, 4.8145], [-0.2381, 4.6604, 4.3839], [1.1297, 5.2336, 3.4285], [-3.2615, 0.3963, 1.6037], [-4.3639, 0.8739, 2.9165], [-2.6432, 0.6208, 3.2263], [-4.3802, 3.0539, 0.0352], [-4.4476, 4.5337, 0.9908], [-5.4006, 3.1263, 1.4908], [-2.4272, 3.3808, 4.4783], [-4.1531, 3.6535, 4.1806], [-2.9485, 4.8225, 3.6060], [-3.2555, 5.8517, -0.3682], [-2.7361, 4.5153, -1.3956], [-2.1796, 6.1546, -1.7450], [-1.7584, 6.4909, 2.1483], [-1.1031, 7.5723, 0.9056], [-0.0130, 6.6886, 1.9935], [0.7821, 4.6890, -1.5856], [1.5204, 5.6107, -0.2684], [0.4994, 6.4328, -1.4661], [4.9838, -0.1222, -2.5732], [3.9690, 0.0492, -1.4531], [2.3926, 0.6822, -2.0377], [1.5484, 0.8230, -0.7814], [2.8962, 2.3607, -2.4821], [3.3170, 3.2172, -1.3005], [5.8199, -0.7239, -2.2174], [5.3785, 0.8334, -2.9231], [4.5391, -0.6428, -3.4239], [4.3155, 0.6849, -0.6364], [3.6950, -0.9203, -1.0319], [2.0113, 2.7691, -2.9770], [3.6811, 2.2533, -3.2332], [2.5640, 3.1563, -0.5168], [3.4096, 4.2599, -1.6086], [4.2736, 2.9030, -0.8807], [-5.9620, 0.9651, -2.6225], [-5.3752, 0.5158, -1.3690], [-6.2341, 0.3910, -0.2017], [-4.0588, 0.5619, -1.2184], [-2.9111, 0.5630, -1.0863], [-6.7559, 0.2779, -2.9165], [-5.1982, 0.9714, -3.3953], [-6.3794, 1.9714, -2.5234], [-7.0187, -0.3381, -0.4078], [-6.6932, 1.3501, 0.0525], [-5.6459, 0.0449, 0.6448]],
  "mulliken_charge": [1.450, -0.663, -0.910, 0.080, 0.407, 0.337, -1.373, 1.538, -0.818, -0.587, -0.726, -0.901, -0.295, 2.012, 0.417, -0.770, -0.836, -0.923, -0.331, 0.250, -0.988, 1.327, -0.529, -1.041, -0.680, -0.592, 1.155, -1.815, 0.498, 0.230, 0.045, 0.396, 0.361, 0.482, 0.137, 0.432, 0.412, 0.371, 0.419, 0.461, 0.424, -0.566, 0.317, 0.393, 0.325, 0.302, 0.242, 0.010, -0.253, -0.093, -0.434, 0.307, -0.695, -1.047, 0.462, -0.227, -0.381, -0.833, -1.001, 0.022, -0.976, -1.073, -0.679, 0.515, 0.305, -0.473, 0.395, -0.086, 0.290, 0.351, 0.275, 0.231, -0.161, 0.411, 0.251, 0.135, 0.291, 0.324, 0.225, 0.385, 0.222, 0.379, 0.090, 0.384, 0.231, 0.398, 0.289, -0.052, 0.261, 0.440, -1.472, 0.849, 0.530, -0.113, -0.554, -0.849, 0.423, 0.386, 0.325, 0.395, -1.032, 0.157, 0.488, -0.231, 0.505, 0.314, -0.993, 0.113, -0.806, -0.190, -0.379, 0.318, 0.347, 0.304, 0.341, 0.295, 0.236],
  "e_lumo_ev": [2.0538, 0.9589],
  "orbital_gap_ev": [4.634, 3.538],
  "total_charge": -1
}

{
  "formula": "C39H66BrGeN2O6SiTi",
  "method": "ωB97M-V/def2-TZVPD",
  "species": ["Ti", "C", "C", "C", "C", "O", "Ge", "O", "C", "C", "C", "C", "O", "C", "C", "C", "C", "H", "H", "H", "H", "H", "H", "H", "H", "H", "H", "H", "H", "H", "H", "H", "H", "H", "H", "H", "H", "H", "H", "H", "H", "H", "H", "H", "C", "O", "C", "C", "C", "C", "C", "C", "N", "N", "C", "O", "C", "C", "C", "C", "C", "C", "C", "O", "H", "H", "H", "H", "H", "H", "H", "H", "H", "H", "H", "H", "C", "C", "C", "C", "Si", "Br", "C", "C", "C", "C", "C", "C", "C", "C", "H", "H", "H", "H", "H", "H", "H", "H", "H", "H", "H", "H", "H", "H", "H", "H", "H", "H", "H", "H", "H", "H", "H", "H", "H", "H", "H"],
  "coordinates": [[0.0855, 0.5584, 0.3258], [0.8228, 5.3710, 0.5157], [0.8525, 4.0465, 1.2761], [-0.2601, 4.0178, 2.3196], [2.2224, 3.8665, 1.9141], [0.6781, 2.9567, 0.3556], [-0.5308, 2.9858, -1.0703], [0.4791, 1.3332, -1.4995], [1.5703, 1.3847, -2.4641], [2.0949, 2.8097, -2.6174], [2.6975, 0.4865, -1.9828], [1.0021, 0.8782, -3.7823], [-1.5703, 1.7719, -0.0062], [-3.0126, 1.6545, 0.0071], [-3.6098, 3.0576, -0.0419], [-3.3946, 0.9807, 1.3153], [-3.4585, 0.8464, -1.2046], [1.0022, 6.1998, 1.2024], [1.5929, 5.3879, -0.2588], [-0.1469, 5.5363, 0.0398], [-0.0522, 4.7262, 3.1247], [-1.2134, 4.2951, 1.8614], [-0.3565, 3.0191, 2.7430], [2.3898, 4.6204, 2.6859], [2.3112, 2.8798, 2.3659], [3.0020, 3.9648, 1.1556], [2.4504, 3.1943, -1.6598], [2.9243, 2.8089, -3.3251], [1.3282, 3.4840, -3.0053], [3.0303, 0.7962, -0.9894], [2.3771, -0.5552, -1.9362], [3.5439, 0.5710, -2.6661], [0.2672, 1.5817, -4.1805], [1.8006, 0.7539, -4.5164], [0.5152, -0.0850, -3.6309], [-3.2285, 3.6639, 0.7817], [-3.3726, 3.5574, -0.9830], [-4.6957, 2.9986, 0.0455], [-3.1476, 1.6302, 2.1571], [-4.4651, 0.7721, 1.3301], [-2.8572, 0.0408, 1.4382], [-3.3069, 1.4217, -2.1213], [-2.8844, -0.0767, -1.2775], [-4.5188, 0.6018, -1.1249], [0.4874, 2.3647, 5.8070], [0.4278, 1.6668, 4.5796], [1.5839, 1.1222, 4.1103], [2.7910, 1.1392, 4.7869], [3.9319, 0.5635, 4.2031], [3.8557, -0.0410, 2.9788], [2.6255, -0.0960, 2.2752], [2.5190, -0.7904, 1.0500], [1.2722, -1.0000, 0.4597], [0.5974, -2.1554, 0.8542], [-0.6345, -2.0387, 0.5754], [-1.0905, -0.8666, 0.0823], [-1.5773, -3.1489, 0.8187], [-2.8786, -3.0651, 0.3395], [-3.7665, -4.1174, 0.5268], [-3.3573, -5.2595, 1.1966], [-2.0600, -5.3381, 1.6911], [-1.1747, -4.2892, 1.5084], [1.4947, 0.5387, 2.8368], [0.3526, 0.6401, 2.1421], [-0.5108, 2.7572, 5.9814], [0.7624, 1.7025, 6.6318], [1.1988, 3.1938, 5.7582], [2.8674, 1.6004, 5.7597], [4.8712, 0.5920, 4.7397], [4.7253, -0.5101, 2.5346], [3.3939, -1.2590, 0.6071], [-3.1860, -2.1751, -0.1950], [-4.7783, -4.0436, 0.1486], [-4.0433, -6.0857, 1.3325], [-1.7373, -6.2238, 2.2238], [-0.1664, -4.3351, 1.8978], [3.4627, -2.9373, -4.3530], [2.6485, -4.1867, -4.7265], [3.6293, -5.3042, -5.1247], [1.8241, -3.8087, -5.9660], [1.5055, -4.7667, -3.2955], [0.4981, -2.8613, -2.5840], [0.0474, -5.8828, -3.8623], [-1.0006, -5.1079, -4.6787], [0.5575, -7.0521, -4.7226], [-0.7084, -6.4494, -2.6496], [2.4621, -5.4550, -1.7871], [3.7530, -4.6702, -1.5174], [2.8414, -6.9301, -2.0135], [1.6214, -5.3485, -0.5031], [4.0493, -2.6341, -5.2277], [4.1592, -3.1079, -3.5367], [2.8161, -2.1023, -4.0811], [4.2498, -4.9601, -5.9593], [3.1177, -6.2108, -5.4495], [4.3019, -5.5728, -4.3094], [2.4954, -3.3860, -6.7214], [1.0667, -3.0566, -5.7358], [1.3331, -4.6716, -6.4153], [-0.5932, -4.6281, -5.5643], [-1.4879, -4.3416, -4.0758], [-1.7702, -5.8147, -5.0087], [0.9559, -6.7072, -5.6776], [-0.2755, -7.7283, -4.9430], [1.3326, -7.6375, -4.2261], [-1.0717, -5.6554, -1.9924], [-0.1100, -7.1390, -2.0565], [-1.5825, -7.0029, -3.0102], [4.4989, -4.7959, -2.3020], [4.1930, -5.0390, -0.5843], [3.5552, -3.6036, -1.3855], [3.4192, -7.0803, -2.9284], [1.9691, -7.5808, -2.0556], [3.4596, -7.2694, -1.1754], [1.4613, -4.3106, -0.2100], [2.1644, -5.8445, 0.3108], [0.6470, -5.8248, -0.5834]],
  "mulliken_charge": [0.413, -1.925, 1.167, -1.143, -1.516, 0.440, -1.078, 0.948, 1.885, -2.017, -1.506, -1.679, 0.777, 1.575, -1.869, -1.427, -1.446, 0.462, 0.323, 0.418, 0.531, 0.088, 0.051, 0.430, 0.235, 0.352, 0.227, 0.511, 0.449, 0.193, -0.035, 0.688, 0.340, 0.383, 0.246, 0.334, 0.411, 0.449, 0.305, 0.459, 0.112, 0.329, 0.027, 0.466, -1.144, -0.162, 0.192, -0.413, -0.965, -1.323, 1.734, -1.878, 1.716, -0.713, 0.249, -0.225, 0.396, -0.033, -0.904, -0.462, -0.805, -0.450, 0.534, -0.322, 0.242, 0.390, 0.424, 0.482, 0.375, 0.449, 0.221, 0.395, 0.435, 0.409, 0.421, 0.456, -1.901, 2.616, -1.712, -2.179, -0.964, -0.325, 2.638, -1.821, -1.811, -2.069, 3.182, -2.075, -1.891, -2.184, 0.560, 0.313, 0.227, 0.516, 0.318, 0.286, 0.608, 0.328, 0.327, 0.330, 0.301, 0.543, 0.321, 0.542, 0.294, 0.327, 0.286, 0.641, 0.398, 0.605, 0.160, 0.321, 0.324, 0.551, 0.090, 0.590, 0.289],
  "e_lumo_ev": [0.1100, -0.4664],
  "multiplicity": 2,
  "orbital_gap_ev": [6.788, 6.902],
  "s2": 0.783
}

E readings, ordered: -256618.96440, -214336.80084 eV
Energy above the lowest of the compared OMol25 structures with the same formula, charge and spin readings, ordered: 1.945, 1.796 eV